Entry 1:
A molecular structure, C48H52N4O32PY in a non-equilibrium geometry. Source: the Open Molecules 2025 dataset; level of theory: ωB97M-V/def2-TZVPD.

Each line ends with the Löwdin charge.
Element x y z (Å)
C  -4.84  2.19  -3.98  -0.218
C  -2.45  2.40  4.15  -0.042
C  -2.27  6.11  -3.12  -0.033
C  -0.57  -4.41  4.20  0.099
O  2.39  -2.71  -0.90  0.044
H  2.88  -5.24  -2.85  0.128
H  -3.87  5.02  -1.43  0.099
H  8.74  3.77  1.79  0.122
C  1.80  0.55  6.14  -0.030
H  -0.49  1.35  -2.76  0.036
H  -5.03  3.20  4.14  0.104
H  -1.42  2.58  3.85  0.062
C  -1.61  -2.13  -4.88  -0.368
C  6.93  3.03  1.94  -0.223
O  -2.20  -4.88  2.40  0.109
H  -2.53  3.00  5.06  0.102
P  0.36  0.03  -0.10  0.239
H  -3.26  6.49  -0.53  0.102
O  -0.68  -3.49  0.57  0.053
H  -3.61  2.85  1.02  0.151
O  1.05  2.08  2.95  -0.145
C  7.39  1.67  1.52  -0.286
O  8.55  1.21  1.31  0.090
H  -1.41  6.17  -3.80  0.095
C  -4.49  -1.16  3.35  -0.391
N  -3.31  2.61  3.02  -0.137
O  1.69  0.70  0.49  -0.436
C  -5.01  -1.29  0.42  -0.278
O  5.33  1.04  -1.75  0.059
H  -0.05  2.60  6.15  0.091
C  0.68  -5.10  -1.53  -0.053
C  4.48  2.40  1.69  -0.249
H  0.92  0.08  6.58  0.098
C  -5.97  -1.76  1.47  -0.215
H  6.63  -0.29  1.53  0.143
H  1.55  3.26  6.20  0.093
C  4.98  1.04  1.61  -0.224
O  -0.01  1.22  -1.02  -0.402
O  4.48  -4.35  -0.73  0.096
O  -2.75  -2.44  -4.95  0.150
C  -1.20  -4.24  2.78  -0.246
C  -0.74  4.78  -1.67  -0.189
H  1.98  -3.56  5.98  0.104
C  -4.30  1.69  -2.67  -0.382
C  1.47  1.24  3.78  -0.194
N  -1.91  5.49  -1.84  -0.152
H  -4.41  2.89  -5.91  0.140
O  -6.16  2.40  -3.99  0.111
O  -5.28  -1.24  -0.82  0.089
C  -4.03  2.51  -4.97  0.046
C  6.22  -1.26  -1.41  -0.260
C  0.44  -1.27  -3.70  0.049
H  1.88  0.24  3.55  0.144
H  0.62  3.46  4.73  0.085
C  6.29  0.74  1.51  0.064
H  -0.48  -5.28  -4.80  0.086
H  -6.95  -2.24  -0.07  0.104
H  2.23  -2.02  -7.02  0.103
O  2.32  -2.18  3.95  0.085
H  -2.72  7.09  -2.96  0.098
H  -2.97  -0.80  0.24  0.128
H  0.91  -0.93  -2.79  0.102
C  -3.74  -0.96  0.98  0.071
H  5.43  4.40  2.27  0.124
H  -1.07  -5.96  -3.26  0.081
C  5.61  3.41  1.89  0.104
H  7.37  0.22  -1.68  0.111
C  -2.61  2.39  -4.96  -0.322
C  -0.84  -1.60  -3.70  -0.218
H  -1.19  -4.95  4.90  0.125
C  -3.53  -0.80  2.30  -0.144
C  -0.28  -3.46  1.88  -0.181
O  2.48  -1.10  -4.97  0.113
O  -4.36  -1.12  4.53  0.141
C  0.94  -2.97  2.24  0.083
H  -0.04  -5.82  -1.15  0.091
C  -0.47  -5.17  -3.71  -0.003
H  -1.00  -1.43  -1.83  0.031
C  5.14  -0.20  -1.62  -0.245
H  -5.07  1.62  3.58  0.084
H  -6.57  2.27  -3.14  0.112
H  -1.73  0.06  2.08  0.003
H  2.40  0.91  6.97  0.097
N  0.89  -5.25  -3.00  -0.132
C  1.41  -2.92  3.62  -0.319
O  -0.68  1.71  -3.63  0.091
H  0.48  -4.04  -1.41  0.059
H  -0.43  -2.64  0.20  0.029
Y  0.47  2.49  0.71  1.621
H  -1.09  -4.28  -3.59  0.063
C  -4.71  2.60  3.29  -0.042
O  -1.60  -1.51  -2.58  0.077
O  0.27  -1.39  -0.70  -0.322
O  3.33  2.88  1.60  0.049
O  -0.53  0.49  1.08  -0.389
C  -3.03  5.50  -0.92  -0.025
O  1.08  -3.86  5.81  0.052
O  4.02  0.09  1.61  0.087
H  2.87  -0.19  -1.59  0.101
H  6.76  -3.22  -0.80  0.132
C  -0.75  -2.25  -6.05  0.052
H  -2.82  4.85  -0.07  0.064
C  5.97  -2.53  -1.06  0.068
H  -2.40  1.37  4.49  0.099
O  7.39  -0.74  -1.65  0.117
C  -2.87  1.55  -2.66  0.071
H  -1.20  -2.73  -6.90  0.137
H  2.29  -0.26  5.59  0.076
C  3.76  -0.79  -1.45  0.076
H  -5.38  2.68  2.43  0.102
C  3.60  -2.11  -1.09  -0.183
O  -0.39  4.10  -0.67  -0.123
C  -2.81  2.84  1.78  -0.189
N  1.45  1.51  5.11  -0.147
O  1.30  -1.92  -7.23  0.072
C  -5.71  -1.72  2.79  0.070
O  -2.21  -0.47  2.73  0.024
H  1.50  -5.33  -0.85  0.090
C  4.64  -3.13  -0.96  -0.301
O  -1.61  3.12  1.45  -0.134
C  -2.03  1.88  -3.69  -0.191
O  2.22  -4.91  -4.83  -0.038
O  -7.11  -2.14  0.87  0.105
H  -2.96  5.51  -3.71  0.090
C  0.53  -3.72  4.54  -0.206
C  1.30  -1.41  -4.85  -0.290
H  -0.15  4.94  -2.58  0.154
H  -6.41  -2.17  3.48  0.135
C  0.52  -1.88  -6.08  -0.183
H  1.58  -2.19  -0.88  -0.003
H  -2.50  1.09  -1.76  0.113
O  7.92  3.89  2.27  0.091
O  -4.96  1.51  -1.73  0.143
C  2.08  -5.14  -3.60  -0.315
O  -1.92  2.75  -5.93  0.106
C  0.84  2.76  5.54  -0.035
H  1.49  -2.37  1.53  0.114
H  3.21  0.45  1.25  0.026

Total charge ... 0

***

Entry 2:
A molecular structure, C48H53CdClN4O4P3Si2 in a non-equilibrium geometry. Source: the Open Molecules 2025 dataset; level of theory: ωB97M-V/def2-TZVPD.

Each line ends with the Löwdin charge.
Element x y z (Å)
H  -3.10  -0.39  -0.10  0.078
H  3.20  3.90  -1.39  0.099
O  3.72  0.84  0.27  -0.452
H  0.61  -4.59  3.27  0.019
H  -1.66  3.72  -4.23  0.025
C  0.05  3.38  -0.20  -0.280
C  -0.24  0.54  -4.06  -0.176
H  0.70  -4.45  0.57  0.014
Cd  0.90  -0.16  0.34  1.334
N  -1.18  1.14  -1.35  -0.273
H  5.11  -1.82  -3.31  0.105
C  0.01  -0.32  6.51  -0.101
C  -3.92  0.10  3.14  -0.099
C  3.83  -0.16  -2.79  -0.346
H  -4.70  3.78  2.94  0.100
H  0.35  -0.36  7.54  0.094
H  -0.62  -0.48  -4.19  0.015
C  -1.08  -3.79  -3.47  -0.080
H  -0.77  -4.17  -0.37  -0.009
C  5.71  -3.63  0.95  -0.088
C  -3.13  1.19  -3.55  -0.190
H  -3.87  1.65  -2.90  0.010
C  -0.23  4.68  0.21  -0.076
H  -1.18  4.91  0.67  0.098
C  4.38  -4.00  0.76  -0.079
H  3.97  -4.87  1.27  0.102
C  -5.90  0.04  1.75  -0.097
C  -5.31  0.19  3.00  -0.091
N  2.15  -2.32  -2.56  -0.115
C  5.54  -0.08  -4.49  -0.085
C  -4.98  4.35  0.89  -0.101
C  4.21  1.87  -4.04  -0.070
H  5.77  1.79  -5.51  0.099
H  -0.55  -3.81  4.36  0.017
C  0.06  -3.66  3.46  -0.176
H  -3.29  0.10  -3.52  0.017
Si  -0.97  -3.22  1.95  0.293
H  2.66  6.22  -0.69  0.093
C  -5.10  -0.18  0.64  -0.076
H  1.42  1.20  5.94  0.102
N  0.07  -2.21  -1.52  0.067
H  -0.14  0.99  -5.06  0.028
H  -2.86  -4.70  2.63  0.026
C  6.21  -2.50  0.33  -0.079
C  -3.11  -0.14  2.03  -0.289
H  0.04  3.43  -3.83  0.022
C  4.06  -2.10  -0.70  -0.367
H  -1.49  -1.83  6.77  0.097
H  0.76  0.47  -3.62  -0.002
C  -2.65  2.88  0.38  -0.288
C  4.85  -0.78  -3.52  -0.104
Cl  3.61  0.51  1.69  0.637
C  0.18  0.61  4.29  -0.077
P  2.82  -1.07  -1.57  1.015
C  -2.77  -3.67  2.25  -0.180
C  -0.86  -0.21  3.85  -0.281
H  0.66  1.28  3.58  0.066
H  -6.97  0.10  1.65  0.096
H  -2.24  -1.75  4.43  0.085
C  0.80  -2.66  -2.54  -0.402
H  -4.98  4.78  -1.22  0.098
H  -1.76  -2.12  -0.62  0.065
C  2.23  4.13  -0.95  -0.080
H  3.96  2.90  -4.24  0.105
C  -1.45  -1.09  4.76  -0.135
Si  -1.37  1.57  -2.98  0.266
C  0.70  5.70  0.03  -0.091
H  7.23  -2.19  0.50  0.104
H  -3.31  1.53  -4.58  0.022
O  2.81  -0.74  1.80  -0.458
C  3.57  -3.24  -0.06  -0.104
H  -2.94  3.47  -1.67  0.068
C  0.61  0.55  5.61  -0.076
C  -4.48  4.27  -0.41  -0.087
H  0.47  6.71  0.35  0.095
P  -1.11  1.95  0.01  0.557
C  -1.02  -1.14  6.08  -0.097
C  -1.86  -3.29  -2.44  -0.079
H  -3.27  -3.01  2.97  0.007
H  2.69  -2.70  -3.31  0.098
H  -3.48  0.25  4.11  0.095
C  -4.31  3.71  1.93  -0.083
C  -3.14  3.00  1.67  -0.091
H  1.52  2.12  -1.11  0.039
C  -1.23  -2.51  -1.48  -0.208
H  5.77  -0.83  -0.94  0.108
C  -0.49  1.17  1.41  -0.532
H  -5.89  4.90  1.08  0.093
C  1.94  5.43  -0.55  -0.100
C  1.29  3.13  -0.78  -0.123
H  -2.59  2.54  2.48  0.096
N  -0.77  -1.61  1.41  -0.330
H  -5.55  -0.26  -0.35  0.101
H  6.34  -4.21  1.62  0.098
O  4.92  0.29  2.24  -0.322
H  -2.91  -3.50  -2.36  0.103
H  -3.33  -3.60  1.31  0.025
H  -5.92  0.39  3.87  0.098
C  5.39  -1.73  -0.49  -0.104
H  -1.52  -4.43  -4.23  0.104
C  -0.39  -4.42  0.62  -0.172
P  -1.28  -0.22  2.06  0.605
H  -0.74  -5.43  0.88  0.036
C  -3.32  3.54  -0.66  -0.091
C  -0.98  3.36  -3.44  -0.181
H  -1.05  4.05  -2.59  0.008
O  2.92  1.57  2.36  -0.341
H  0.79  -2.87  3.67  0.029
H  0.89  -3.86  -4.33  0.104
C  5.22  1.25  -4.75  -0.089
H  2.52  -3.51  -0.19  0.078
C  3.52  1.17  -3.06  -0.093
C  -3.72  -0.27  0.78  -0.096
C  0.26  -3.49  -3.53  -0.032
H  6.33  -0.57  -5.05  0.100
H  2.72  1.65  -2.51  0.065

Total charge ... -1

***

Entry 3:
A molecular structure, C48H54BBaF3N10OS3Sb in a non-equilibrium geometry. Source: the Open Molecules 2025 dataset; level of theory: ωB97M-V/def2-TZVPD.

Each line ends with the Löwdin charge.
Element x y z (Å)
Sb  -3.80  5.15  -0.49  1.496
C  -2.48  -1.91  -3.89  -0.353
C  3.51  1.72  2.16  -0.255
H  0.70  -4.84  -0.57  0.060
H  4.90  -4.28  2.35  0.100
N  -1.16  0.78  -2.48  -0.088
H  0.67  -6.21  2.53  0.129
C  -4.89  7.61  -2.01  -0.138
H  -7.91  5.84  -3.67  0.125
H  3.49  -5.17  4.48  0.096
H  4.59  -5.13  0.82  0.049
C  1.81  -0.75  -2.94  -0.224
H  6.86  -2.08  -0.82  0.086
C  0.86  -5.16  2.32  0.050
N  1.39  -2.72  -1.02  0.185
C  -0.11  -4.23  2.22  -0.201
H  7.96  -0.08  -0.22  0.103
O  -0.68  4.63  1.05  -0.316
H  3.12  0.62  -4.03  0.075
C  4.71  0.03  0.93  -0.178
C  6.08  -1.86  -0.10  -0.041
C  -2.72  1.93  1.37  -0.118
F  -5.19  7.66  5.08  0.067
H  1.58  -2.28  -4.33  0.131
F  -6.97  -0.16  0.41  0.111
H  -7.54  2.24  1.60  0.165
C  -4.16  5.93  3.86  -0.002
C  0.37  -2.96  1.77  -0.534
C  -4.80  2.25  -1.20  -0.142
H  -4.02  2.18  -1.99  0.112
H  3.45  -4.57  -3.20  0.091
C  0.78  -4.70  -3.99  -0.064
H  -5.46  9.27  -3.19  0.116
C  2.81  -5.16  -2.52  0.002
H  -0.19  -4.20  -4.06  0.059
H  5.12  -2.28  -0.45  0.082
C  1.61  -2.04  -3.27  0.061
H  0.68  -5.80  -4.14  0.110
C  -6.72  7.57  -3.51  -0.288
C  -5.17  6.28  -1.66  -0.414
H  1.94  -7.46  2.03  0.063
H  -1.68  -5.44  2.93  0.092
H  2.95  3.73  2.07  0.103
C  0.43  -5.16  -1.58  -0.041
H  -2.03  -4.37  1.51  0.091
F  -7.58  8.22  -4.28  0.088
C  1.35  -4.53  -2.61  -0.528
N  1.62  -2.77  1.53  -0.020
C  4.66  1.30  1.55  0.054
H  2.68  -6.15  -2.94  0.087
C  -3.92  5.35  2.63  -0.141
H  4.50  3.33  2.99  0.092
H  -6.07  8.54  2.83  0.127
H  -5.19  0.15  -1.51  0.148
H  -6.53  4.58  -1.98  0.099
C  -1.57  -4.45  2.48  -0.004
C  -5.52  7.61  2.77  0.012
C  2.09  0.28  -4.09  -0.038
H  1.88  -0.12  -5.13  0.099
H  -3.22  4.45  2.59  0.094
Ba  -0.52  2.50  -0.51  1.437
C  -6.26  5.61  -2.25  -0.101
N  2.59  -3.62  1.71  0.213
C  4.65  -5.27  1.85  -0.037
C  1.82  -0.39  -1.55  -0.587
H  6.36  -0.11  -2.05  0.112
C  1.39  -3.03  -2.28  -0.170
C  2.90  -7.12  1.69  -0.042
C  5.54  0.19  -1.34  -0.045
S  0.73  1.49  2.15  0.471
H  4.10  -6.83  4.27  0.096
H  2.78  3.07  3.71  0.086
H  -5.55  7.49  0.60  0.083
N  2.54  -0.35  1.48  -0.028
C  3.31  -5.84  2.38  -0.523
H  7.48  -0.19  1.46  0.095
C  7.19  0.21  0.50  -0.064
B  1.48  -1.34  0.82  -0.793
H  4.56  -0.14  -1.66  0.045
C  2.20  -4.81  2.14  -0.191
H  3.18  -5.09  -1.53  0.052
N  3.68  -0.80  0.98  0.167
H  1.41  1.12  -4.08  0.054
H  -0.58  -4.83  -1.72  0.078
N  -2.41  -3.10  -3.87  0.095
C  -6.40  0.98  0.11  -0.348
H  -6.21  4.08  1.11  0.096
C  3.34  -6.12  3.91  -0.032
N  -2.74  -0.59  -3.75  0.052
C  2.32  0.87  1.93  -0.690
H  6.28  -2.37  0.84  0.080
H  -0.77  4.22  1.94  0.034
N  -3.71  1.38  1.61  0.168
S  -0.39  -1.50  1.37  1.011
H  5.50  1.29  -1.39  0.096
C  3.44  3.04  2.82  -0.058
C  -4.39  5.91  1.45  -0.408
C  -5.16  7.07  1.51  -0.095
H  0.39  -6.24  -1.72  0.095
H  5.41  -5.97  2.14  0.076
H  -4.63  1.05  1.55  0.056
H  -0.83  5.58  1.18  0.059
H  1.37  -4.33  -4.81  0.072
N  1.57  -1.42  -0.68  0.027
S  2.10  1.21  -1.02  0.561
H  5.57  1.91  1.61  0.128
H  -4.04  8.15  -1.59  0.104
C  -4.99  7.05  3.89  -0.283
C  -5.45  1.05  -0.89  -0.014
C  -6.69  2.11  0.84  -0.017
H  2.82  -7.04  0.63  0.075
C  -5.97  3.21  0.53  -0.166
C  -1.87  0.08  -3.10  -0.440
C  5.90  -0.35  0.04  -0.567
C  -5.65  8.26  -2.96  -0.005
H  3.67  -7.90  1.88  0.114
H  -1.94  -3.70  3.18  0.094
H  2.37  -6.45  4.26  0.073
H  7.21  1.30  0.52  0.082
H  -3.87  5.54  4.82  0.118
C  -5.00  3.36  -0.43  -0.437
C  -7.02  6.25  -3.22  0.006

Total charge ... +1

***

Entry 4:
A molecular structure, C48H54N3O2SiTaTe in a non-equilibrium geometry. Source: the Open Molecules 2025 dataset; level of theory: ωB97M-V/def2-TZVPD.

Each line ends with the Löwdin charge.
Element x y z (Å)
C  0.64  -1.94  1.72  0.036
H  4.47  -0.09  -0.51  0.125
H  -5.74  0.06  -4.14  0.091
C  -2.93  3.24  -2.59  -0.154
H  2.65  0.23  -4.44  0.122
C  -3.34  -0.41  2.69  -0.088
H  -5.02  -0.31  -5.75  0.052
C  1.93  -1.12  -0.58  -0.106
C  -3.08  3.23  3.17  -0.003
C  5.32  0.68  4.15  -0.575
H  4.23  -2.19  5.61  0.098
H  -4.48  0.52  -2.40  0.074
H  5.85  -3.25  3.84  0.103
H  -4.72  -0.87  -1.34  0.128
C  -2.07  -2.77  -1.13  0.020
C  4.74  -1.62  4.84  -0.056
Te  5.09  2.80  4.09  1.292
H  2.63  1.93  4.92  0.063
C  -1.71  3.28  3.19  -0.275
C  1.34  -4.36  1.45  -0.012
C  6.32  -1.34  3.14  -0.102
C  -3.98  -0.36  -1.97  0.008
C  4.60  1.03  -4.24  -0.074
H  6.54  1.08  -1.39  0.124
C  -3.82  2.99  1.98  -0.014
H  -2.34  -0.55  5.81  0.088
C  -1.15  0.11  4.18  -0.030
H  -0.27  2.49  4.44  0.054
H  -4.88  2.87  2.16  0.130
C  4.54  -0.20  4.93  -0.131
H  2.55  3.49  4.00  0.052
C  5.64  -2.21  3.93  -0.084
C  -1.84  2.96  0.79  -0.408
O  1.59  -1.34  -2.88  0.062
H  1.04  3.76  -2.32  0.014
H  -4.24  -0.52  2.05  0.119
C  -0.83  0.83  -2.37  -0.147
H  -2.59  -2.16  -0.39  0.052
C  0.06  3.80  -2.76  -0.176
H  -1.70  0.45  -2.86  -0.006
Si  -1.14  2.64  -1.98  0.501
C  0.76  -0.56  1.49  -0.098
C  -2.31  -0.43  4.78  -0.018
H  -3.68  2.81  -0.19  0.087
N  -0.90  2.84  -0.22  -0.174
H  -4.23  -4.20  -6.01  0.155
H  -0.27  4.79  -2.65  0.020
H  -0.01  -2.23  2.53  0.133
H  -0.25  0.18  4.75  0.120
C  -3.22  2.80  0.77  -0.024
H  -0.97  -4.47  -3.21  0.058
H  -3.19  4.18  -2.14  0.021
H  1.37  -5.04  0.61  0.079
H  -1.23  -4.58  -5.00  0.090
H  0.23  3.65  -3.87  0.071
C  2.54  1.62  2.88  -0.376
H  0.45  -4.51  2.00  0.060
H  -2.03  -3.75  -0.67  0.080
Ta  0.71  2.41  1.10  1.799
H  2.36  -3.31  -0.79  0.155
C  -0.83  3.43  4.37  -0.007
H  -3.20  0.00  -1.30  0.058
C  1.31  -2.88  0.97  -0.237
H  -3.58  3.33  4.13  0.124
C  1.87  -2.47  -0.23  0.033
C  -2.66  -2.52  -2.57  -0.085
H  -2.62  -3.49  -6.51  0.098
H  -1.34  3.57  5.30  0.093
N  -1.11  3.19  1.95  -0.027
O  1.46  1.07  -0.02  -0.219
C  2.30  -0.83  -1.99  -0.276
C  3.47  0.47  -3.77  -0.024
N  1.07  1.56  2.87  -0.123
H  7.12  -1.72  2.46  0.124
H  6.54  1.76  -3.86  0.111
H  -3.71  2.48  -2.36  -0.011
C  -3.63  -1.48  -2.96  -0.075
C  5.69  1.27  -3.41  -0.069
H  -2.16  0.27  1.02  0.116
C  -2.21  0.08  2.11  -0.080
C  -3.60  -3.26  -6.09  0.039
C  5.68  0.89  -2.09  -0.061
C  -2.61  -3.27  -3.74  -0.137
H  6.71  0.64  2.48  0.104
C  -4.27  -1.65  -4.18  -0.121
H  -2.26  -5.45  -3.82  0.125
H  -3.12  3.42  -3.68  0.051
H  -4.23  -2.66  -6.76  0.103
H  -4.42  -0.92  4.47  0.092
H  -0.02  4.11  4.26  0.074
H  2.20  -4.56  2.11  0.090
C  0.17  0.61  2.16  -0.305
H  2.98  0.61  2.87  0.124
C  -1.68  -4.48  -4.00  0.009
H  -0.74  0.17  -1.42  0.069
H  -0.06  0.76  -3.11  0.025
C  1.44  -0.24  0.31  -0.287
H  4.71  1.36  -5.26  0.113
C  4.54  0.21  -1.59  -0.008
C  -3.51  -0.61  4.06  -0.020
H  3.97  0.21  5.79  0.105
H  2.93  2.06  1.90  0.097
C  -3.50  -2.69  -4.71  -0.088
C  -5.35  -0.71  -4.86  0.020
C  3.44  0.02  -2.43  -0.153
C  6.12  0.05  3.23  -0.178
H  -6.27  -1.28  -5.01  0.088
C  2.97  2.47  4.02  -0.551
H  -0.97  -2.35  -1.16  0.116
C  -1.09  0.39  2.85  -0.264

Total charge ... +2

***

Summary of energy above the lowest of the compared OMol25 structures with the same formula, charge and spin in kJ/mol
230.20; 69.39; 177.49; 525.22
(order as listed above)
Summary of total energy in Ha
-4866.79153; -4611.85551; -4268.86588; -2790.13914
(order as listed above)
Summary of Kohn-Sham gap in hartree
0.22968; 0.25775; 0.29045; 0.14838
(order as listed above)